(1)
Below is 9 unconnected molecules or ions with the total composition C29H57Cl16FO4Si at a distorted geometry, with properties calculated with ωB97M-V/def2-TZVPD.

Values from the calculation:
Structure (SMILES): CC[C@@H](C)[C@H](CCO[Si](C)(C)C)OC(=O)CC(=O)F.ClCCCl.ClCCCl.ClCCCl.ClCCCl.ClCCCl.ClCCCl.ClCCCl.ClCCCl
E: -250144.854 eV
Multiplicity: 1
LUMO: 0.439 eV
Max |F|: 4.52 eV Å⁻¹

XYZ file:
```
108
Properties=species:S:1:pos:R:3:forces:R:3
C -0.5031 -2.2967 4.2073 -1.2865 -0.3681 -0.1570
C -0.7241 -2.9034 2.8009 1.1543 0.0242 0.0098
C -0.2982 -2.0012 1.6063 -0.8068 -0.1145 -0.1917
C -0.9012 -2.6759 0.3264 0.2698 0.1456 0.9049
C -0.7005 -0.4996 1.7360 -0.4368 -0.8777 -1.4024
C -1.7493 -0.0295 0.6906 0.0214 1.1666 0.4448
C -2.0015 1.4964 0.8526 1.2832 -0.1392 -0.3021
O -2.3531 1.8586 2.1867 -1.3147 -0.0934 -0.6673
Si -3.9915 1.6755 2.5939 -0.1862 -0.5756 1.2845
C -4.0456 0.4128 4.0230 0.4724 0.4141 -0.6904
C -4.7250 3.2749 3.3028 0.4452 0.3631 -0.7474
C -5.0943 0.9718 1.2261 -0.3891 0.3628 0.0288
O 0.5091 0.2757 1.4167 -0.6239 0.7820 0.5972
C 0.9927 0.9672 2.4699 0.3343 1.6555 -1.8870
O 1.1200 0.5424 3.5534 -0.0106 -1.1272 2.4584
C 1.4353 2.4009 2.1107 -0.2479 -0.3140 -0.3403
C 1.9755 3.1644 3.3121 -3.5232 -0.9861 -2.0319
O 3.0907 3.1780 3.5583 4.2250 0.4569 1.5278
F 1.0704 3.8463 4.0282 -0.3012 -0.0039 0.0228
H 0.5065 -1.9030 4.3695 -0.3110 -0.0843 -0.1461
H -0.7456 -3.0707 4.9588 0.3350 0.3065 -0.2130
H -1.2617 -1.5079 4.3685 0.5807 -0.0810 0.1073
H -0.0785 -3.8056 2.7441 -0.3544 0.2939 -0.1202
H -1.7521 -3.2724 2.6327 0.2320 0.3232 0.3564
H 0.8141 -2.0339 1.4846 -1.8665 0.5382 0.5804
H -0.5651 -3.7265 0.3388 0.0000 0.4107 -0.3802
H -2.0023 -2.7032 0.4085 0.4106 0.0832 -0.2070
H -0.5982 -2.1463 -0.5872 -0.0722 -0.4676 0.1505
H -1.1151 -0.2162 2.7115 0.6392 -0.1098 -0.0972
H -2.7067 -0.5563 0.8403 0.4343 -0.0425 -0.1500
H -1.3834 -0.1455 -0.3427 -0.1967 -0.2973 0.3895
H -1.0346 1.9935 0.6428 -0.4539 -0.1447 0.0271
H -2.6913 1.8778 0.0782 -0.0213 -0.2367 0.4554
H -3.9524 -0.6254 3.6583 -0.2182 0.3414 0.1905
H -4.9611 0.5815 4.6053 0.2555 -0.3969 -0.1475
H -3.1798 0.6188 4.6728 -0.3406 -0.1964 -0.1454
H -4.0900 3.6379 4.1287 -0.4226 -0.1961 -0.1526
H -5.7700 3.1314 3.6232 0.4666 -0.0753 0.1060
H -4.7391 4.0874 2.5494 0.0238 -0.3431 0.2475
H -4.9088 1.3669 0.2153 -0.0097 -0.3535 0.2681
H -5.1100 -0.1308 1.2497 0.2419 0.4199 -0.2419
H -6.1307 1.2765 1.4786 0.4431 -0.0652 -0.0321
H 2.2805 2.2710 1.4024 -0.6831 0.4064 0.5144
H 0.5971 2.9108 1.6128 0.3767 -0.0820 0.1545
Cl 4.7246 0.7212 -3.1400 -0.0233 0.0156 -0.0540
C 4.0842 2.3146 -2.6597 0.0308 0.1597 -0.0148
C 3.7281 2.3687 -1.1946 0.0886 0.0968 0.0454
Cl 2.3197 1.3473 -0.8038 0.0927 -0.2420 -0.3901
H 3.2231 2.5352 -3.2879 -0.0070 -0.0927 0.0475
H 4.8622 3.0469 -2.8757 0.0020 -0.0241 0.0650
H 3.4601 3.3880 -0.9123 0.0175 -0.4240 -0.0447
H 4.5600 2.0488 -0.5687 -0.0288 -0.0903 -0.0636
Cl 4.9482 -3.3184 -1.3031 0.0253 -0.0614 -0.0196
C 4.1479 -1.8357 -0.7271 -0.0847 0.1291 0.0160
C 3.7251 -1.9336 0.7172 0.1249 0.1479 0.0819
Cl 2.3971 -3.1001 0.9611 1.3730 -0.8165 -0.4093
H 3.2998 -1.6374 -1.3803 0.0439 -0.0593 0.0160
H 4.8647 -1.0236 -0.8442 -0.0363 -0.0345 0.0588
H 3.3571 -0.9639 1.0563 -0.0596 -0.0217 -0.0827
H 4.5520 -2.2304 1.3595 -0.0463 -0.0846 -0.0521
Cl 3.9932 -5.4700 -5.1314 -0.0456 -0.0492 0.0303
C 3.8275 -4.0383 -6.1849 -0.0351 -0.0685 0.0080
C 4.0606 -2.7510 -5.4353 0.1222 0.0661 -0.0466
Cl 2.7663 -2.4150 -4.2563 -0.0771 -0.0156 0.0405
H 2.8373 -4.0645 -6.6365 0.0062 -0.0045 0.0838
H 4.5642 -4.1438 -6.9778 -0.1471 -0.1105 0.2651
H 4.0757 -1.9170 -6.1327 -0.0530 -0.0508 -0.0102
H 5.0081 -2.7658 -4.8986 -0.0751 -0.0743 0.0622
Cl 5.5568 -2.6268 -8.4129 0.5138 0.5126 -0.1007
C 5.4004 -1.2015 -9.4711 0.0766 0.0533 -0.2156
C 5.6388 0.0913 -8.7296 0.1023 0.0336 -0.0787
Cl 4.3441 0.4441 -7.5558 -0.0010 -0.0045 0.0325
H 4.4113 -1.2270 -9.9249 0.0003 -0.0354 0.0990
H 6.1411 -1.3140 -10.2625 0.0171 0.0175 0.0554
H 5.6593 0.9210 -9.4355 -0.0504 -0.0566 -0.0231
H 6.5846 0.0750 -8.1918 -0.0747 -0.0570 0.0409
Cl 5.9919 -5.1248 -11.6369 0.0114 0.0425 0.0180
C 4.8434 -6.0747 -10.6598 -0.0299 -0.1312 0.0673
C 3.4262 -5.5758 -10.8032 -0.0830 -0.1354 -0.0647
Cl 3.2081 -3.9702 -10.0630 -0.3137 -0.1240 -0.1854
H 5.1749 -6.0432 -9.6235 -0.0070 0.0979 -0.0450
H 4.9071 -7.1051 -11.0084 -0.0417 0.0441 -0.0392
H 2.7422 -6.2547 -10.2950 0.0701 0.0106 0.0451
H 3.1287 -5.5092 -11.8479 0.0763 0.0623 0.0283
Cl -5.7321 -0.7524 7.2135 0.3288 -0.1731 -0.0850
C -4.9190 0.2551 8.4397 0.0032 0.0085 0.1483
C -4.9574 1.7265 8.0998 0.0459 0.0541 0.1338
Cl -3.9555 2.1145 6.6775 -0.0622 0.1853 0.3567
H -3.8956 -0.1011 8.5401 -0.0285 0.0187 -0.1013
H -5.4363 0.0812 9.3833 -0.0463 0.0723 -0.0460
H -4.5621 2.3061 8.9337 0.0227 -0.0786 0.0070
H -5.9687 2.0670 7.8975 0.0610 -0.0098 -0.0822
Cl 3.3533 5.5778 -1.3826 -0.0491 0.3892 -0.1067
C 2.6892 7.1457 -0.8542 -0.0224 0.2705 0.0268
C 2.3447 7.1447 0.6157 0.0552 0.0664 0.0451
Cl 0.9618 6.0813 0.9807 0.0296 -0.0496 0.0030
H 1.8204 7.3691 -1.4701 -0.0044 -0.1253 0.0401
H 3.4518 7.8978 -1.0543 0.0248 -0.0568 0.0606
H 2.0628 8.1497 0.9279 -0.0206 -0.0151 -0.0742
H 3.1874 6.8204 1.2235 -0.0432 -0.0623 -0.0513
Cl -9.9221 0.6504 4.8605 0.0380 0.0050 -0.0056
C -10.0697 -0.3695 6.3137 -0.0492 -0.1305 0.0404
C -9.9747 0.4354 7.5869 -0.1549 -0.0235 0.0850
Cl -8.3384 1.0943 7.8385 -0.3303 0.1736 0.0641
H -9.2984 -1.1360 6.2680 0.0430 0.1047 -0.0067
H -11.0422 -0.8583 6.2604 -0.0025 0.0695 0.0346
H -10.1948 -0.2012 8.4433 0.0459 -0.0399 -0.0552
H -10.6773 1.2665 7.5890 0.0730 0.0040 -0.0745
```
Positions in Å, forces in eV/Å.

***

(2)
Below is C21H23N3O6 in the gas phase, with properties calculated with ωB97M-V/def2-TZVPD.

Values from the calculation:
Structure (SMILES): COc1ccc([C@@H](NC(=O)CNC(C)=O)C(=O)Nc2ccc3c(c2)OCCO3)cc1
E: -38906.549 eV
Multiplicity: 1
LUMO: 0.538 eV
Max |F|: 0.61 eV Å⁻¹
Energy above the lowest of the compared OMol25 structures with the same formula, charge and spin: 19.2 kcal/mol

XYZ file:
```
53
Properties=species:S:1:pos:R:3:forces:R:3
C -4.3711 -4.6379 2.7433 -0.1794 -0.1058 -0.0572
H -4.3469 -4.9584 1.6968 -0.0091 0.0242 0.0347
O -3.2125 -3.9197 3.0912 0.2526 0.2014 0.0446
C -2.9429 -2.7607 2.4301 0.0910 0.1401 -0.0559
C -3.7323 -2.2099 1.4263 -0.1224 -0.3646 0.1531
C -3.3586 -1.0179 0.8329 0.2590 0.1796 0.0498
C -2.2020 -0.3504 1.2130 -0.2959 0.0654 0.0755
C -1.4090 -0.9124 2.2077 -0.1366 -0.0528 0.0777
C -1.7776 -2.0959 2.8114 -0.1258 -0.1739 0.0120
H -1.1692 -2.5328 3.5872 0.0792 -0.0570 0.1020
H -0.4978 -0.4327 2.5238 0.1025 0.0659 0.0206
C -1.8423 0.9266 0.4833 0.0472 -0.4284 -0.3009
N -1.1833 1.9430 1.2943 -0.4905 0.1205 -0.0881
C 0.0492 1.9996 1.8039 0.0839 0.4880 0.3434
O 0.9300 1.1586 1.6954 0.3004 -0.2306 0.1242
C 0.2979 3.2958 2.5917 -0.0851 -0.1670 0.0249
N 0.2737 4.4709 1.7445 0.3525 -0.1455 0.0950
C -0.8786 5.0674 1.3675 0.3367 0.3309 -0.1781
O -1.9669 4.6207 1.6850 -0.3934 -0.0145 0.1166
C -0.6938 6.3115 0.5362 -0.2425 -0.0034 0.0176
H -0.2562 6.0479 -0.4248 0.0504 0.0036 -0.0778
H -0.0347 7.0143 1.0405 0.0664 0.0536 0.0037
H -1.6606 6.7766 0.3685 0.0011 -0.0184 0.0009
H 1.1509 4.8044 1.3801 -0.1083 0.0583 0.0052
H -0.4850 3.4043 3.3492 0.1331 0.0008 -0.0339
H 1.2717 3.2241 3.0768 -0.1375 -0.0539 -0.0781
H -1.7671 2.7529 1.4992 0.1547 -0.0709 -0.0002
H -2.7723 1.3914 0.1404 0.2628 -0.0902 -0.0056
C -1.1188 0.5052 -0.8242 -0.1833 0.4074 0.4131
O -1.7190 0.5650 -1.8772 -0.1618 -0.0242 -0.2886
N 0.1250 0.0297 -0.6370 0.3113 -0.0499 0.2999
C 1.0125 -0.4709 -1.5930 0.2240 -0.1376 -0.3644
C 2.3037 -0.7604 -1.1642 0.0266 -0.0605 -0.1731
C 3.2412 -1.2752 -2.0456 -0.0495 0.0439 -0.1375
C 2.8802 -1.5271 -3.3724 -0.0419 -0.0372 0.0574
C 1.5956 -1.2155 -3.7972 0.4019 -0.0813 0.1740
C 0.6660 -0.6872 -2.9246 -0.1860 0.0433 -0.0425
H -0.3266 -0.4477 -3.2650 -0.0254 0.0013 -0.0028
H 1.3416 -1.4026 -4.8281 -0.0429 -0.0377 -0.1356
O 3.7585 -2.0800 -4.2759 -0.2474 0.2246 -0.0714
C 4.8845 -2.6634 -3.6628 0.3562 0.0038 0.4005
C 5.4530 -1.7213 -2.6021 0.1395 -0.1918 -0.5361
H 6.3403 -2.1446 -2.1288 -0.0475 0.0344 -0.0886
O 4.5092 -1.5177 -1.5756 -0.3883 0.0198 0.1949
H 5.7082 -0.7619 -3.0738 0.0010 -0.0935 0.0710
H 5.6091 -2.8510 -4.4566 -0.0171 -0.0106 0.1077
H 4.6040 -3.6134 -3.1863 0.0385 0.0716 -0.0716
H 2.5983 -0.5823 -0.1419 0.0643 0.0364 0.1620
H 0.5258 0.1370 0.2992 -0.2446 0.0639 -0.2101
H -3.9775 -0.6034 0.0510 -0.0822 0.0593 -0.0919
H -4.6384 -2.6944 1.0992 -0.0809 -0.0698 0.0015
H -5.2775 -4.0506 2.9231 0.0342 -0.0187 -0.0231
H -4.3782 -5.5155 3.3878 -0.0457 0.0475 -0.0705
```
Positions in Å, forces in eV/Å.

***

(3)
Below is C2H3IO3 in the gas phase at a distorted geometry, with properties calculated with ωB97M-V/def2-TZVPD.

Values from the calculation:
Structure (SMILES): CC(=O)OOI
E: -16361.399 eV
Multiplicity: 1
LUMO: -0.802 eV
Max |F|: 5.13 eV Å⁻¹
Energy above the lowest of the compared OMol25 structures with the same formula, charge and spin: 25.6 kcal/mol

XYZ file:
```
9
Properties=species:S:1:pos:R:3:forces:R:3
C 0.1194 0.1877 -0.3232 -2.6824 0.0950 0.8203
C -1.3196 0.0607 0.1343 -1.8011 4.6696 -1.1038
O 0.5864 1.1365 -0.8540 0.9202 0.1422 -0.7823
O 0.6428 -0.9356 0.1470 3.0793 -1.2419 -0.3780
O 2.1406 -1.1473 -0.1829 -3.4760 -1.4265 -0.7401
I 3.1679 0.2904 0.4234 2.1593 2.0543 1.2084
H -2.0903 0.1373 -0.6539 0.9115 -0.2922 -0.5331
H -1.5872 -0.7771 0.6475 -0.2514 -2.1716 1.7874
H -1.6600 1.0474 0.6618 1.1407 -1.8288 -0.2789
```
Positions in Å, forces in eV/Å.

***

| no. | HOMO-LUMO gap (eV) |
| --- | --- |
| 1 | 9.836 |
| 2 | 8.130 |
| 3 | 8.547 |